# 1
26
Properties=species:S:1:pos:R:3 method="wB97M-V/def2-TZVPD" e_homo_ha="-0.3850 / -0.3844" e_above_lowest_kj_mol=193.5 lumo_energy_ev="-1.671 / -1.808"
O -2.057 1.523 2.599
O -0.694 2.045 6.523
O -1.885 1.751 4.350
O 0.544 3.800 5.706
O -4.285 2.910 3.909
O 0.357 0.162 0.586
O -1.625 -0.587 1.280
O 1.599 1.916 6.210
O -0.852 1.577 2.134
N -0.690 0.160 1.193
N 0.636 2.627 6.090
C -2.792 4.542 2.856
C -3.784 4.815 5.175
C -3.209 3.836 4.142
C -1.917 3.089 4.656
C -1.654 3.008 6.170
H -2.064 5.327 3.086
H -2.585 2.557 6.620
H -4.730 5.236 4.778
H -3.084 5.651 5.383
H -4.012 4.256 6.113
H -2.327 3.820 2.181
H -1.380 3.987 6.599
H -1.052 3.652 4.247
H -3.921 2.210 3.330
H -3.646 5.004 2.363

---

# 2
132
Properties=species:S:1:pos:R:3 method="wB97M-V/def2-TZVPD" e_homo_ha="-0.3567 / -0.3567" spin_multiplicity=2 charge=+1 e_above_lowest_kj_mol=118.2 s2=0.755 lumo_energy_ev="-2.431 / -6.604"
O 0.588 -10.235 -19.121
O 2.507 -6.569 -22.067
O 1.726 -5.857 -17.107
O 6.729 -10.706 -17.050
O 2.758 -8.110 -18.989
O 5.146 -8.605 -21.260
O 0.327 -8.679 -16.664
O 6.148 -8.468 -18.585
N 2.236 -4.730 -16.394
N 6.013 -9.514 -21.913
N -0.637 -8.817 -15.574
N 6.495 -10.338 -15.678
C -2.636 -9.146 -17.110
C 4.102 -10.068 -16.322
C 8.203 -9.233 -20.804
C 2.673 -5.082 -14.986
C 7.388 -9.102 -22.101
C 3.827 -6.204 -15.042
C 0.085 -3.399 -16.672
C 4.936 -10.110 -13.905
C 8.209 -11.776 -14.453
C -1.426 -9.703 -13.348
C -2.881 -9.846 -13.876
C -2.057 -8.346 -15.826
C 1.674 -3.424 -16.812
C 7.356 -9.641 -13.422
C 1.977 -3.214 -18.358
C 8.845 -9.629 -15.350
C 6.011 -10.249 -12.849
C 5.512 -10.947 -21.698
C 7.942 -10.145 -23.096
C -3.024 -8.516 -14.595
C 7.439 -7.664 -22.764
C 7.764 -11.670 -22.704
C -2.005 -6.818 -15.985
C 2.320 -2.280 -16.036
C 6.324 -11.930 -22.562
C 0.943 -9.220 -13.764
C 2.407 -2.551 -14.509
C -0.296 -9.766 -14.509
C 1.497 -5.549 -14.159
C 5.126 -12.336 -15.252
C 5.168 -10.734 -15.304
C 5.513 -11.307 -20.189
C 7.638 -10.345 -14.790
C 4.046 -11.222 -22.169
C 3.261 -3.837 -14.230
C -0.161 -11.165 -15.027
H 5.768 -9.817 -11.879
H 3.326 -4.176 -13.196
H 3.769 -12.262 -21.995
H 8.946 -9.850 -23.401
H 2.877 -1.708 -14.002
H 5.427 -8.091 -18.080
H 8.908 -9.839 -16.418
H 2.323 -8.928 -18.749
H 6.895 -6.958 -22.136
H 3.903 -6.678 -14.064
H 1.634 -2.227 -18.668
H 4.193 -10.528 -17.306
H -3.605 -8.794 -17.465
H 2.189 -5.821 -17.947
H -1.261 -6.580 -16.745
H 8.545 -12.341 -15.322
H 3.105 -10.415 -16.052
H -2.663 -10.206 -16.857
H 6.122 -11.852 -23.630
H -0.538 -3.783 -17.480
H 6.261 -12.974 -22.255
H 9.000 -11.798 -13.703
H 1.723 -1.373 -16.139
H 0.797 -8.293 -13.209
H -2.891 -6.298 -16.349
H 1.493 -3.984 -18.957
H 4.152 -12.807 -15.381
H 6.466 -9.882 -17.466
H 1.687 -8.957 -14.515
H 7.034 -8.601 -13.375
H 8.464 -7.299 -22.822
H 8.018 -10.104 -20.175
H 4.056 -9.001 -16.539
H 8.670 -8.554 -15.309
H 7.445 -12.473 -14.109
H 5.314 -8.720 -20.322
H 3.348 -2.108 -16.356
H -1.261 -10.618 -12.780
H 4.287 -3.687 -14.566
H 0.396 -9.692 -18.357
H 0.743 -7.867 -16.364
H 7.408 -10.034 -24.039
H -0.147 -10.846 -19.171
H 0.917 -6.314 -14.675
H 7.010 -7.684 -23.766
H 0.805 -11.562 -14.716
H 4.938 -12.232 -20.235
H 2.738 -7.209 -22.740
H 9.280 -9.246 -20.972
H -0.330 -2.450 -16.332
H -2.042 -8.895 -17.989
H 5.897 -12.795 -15.872
H 3.696 -7.045 -15.723
H 4.814 -5.920 -15.407
H 6.461 -11.460 -19.673
H 4.196 -11.080 -23.239
H 3.127 -8.280 -19.855
H 5.340 -12.617 -14.221
H -3.615 -10.130 -13.122
H -1.394 -8.881 -12.632
H 6.111 -11.322 -12.681
H 3.156 -6.703 -21.376
H 8.321 -12.444 -23.231
H 3.915 -10.236 -13.544
H 8.119 -11.798 -21.681
H -2.920 -10.647 -14.615
H -4.034 -8.578 -15.001
H -0.200 -3.864 -15.728
H 5.008 -9.039 -14.093
H -0.917 -11.808 -14.577
H 6.528 -7.724 -19.052
H -3.145 -7.764 -13.814
H 0.873 -4.748 -13.762
H 3.293 -10.521 -21.807
H -1.734 -6.178 -15.145
H -0.241 -11.308 -16.105
H 8.141 -9.821 -12.687
H 4.795 -10.659 -19.686
H 1.445 -2.544 -13.997
H 3.046 -3.343 -18.531
H 1.473 -9.959 -13.163
H 1.661 -6.008 -13.184
H 9.735 -9.920 -14.792
H 8.087 -8.284 -20.282

---

# 3
16
Properties=species:S:1:pos:R:3 method="wB97M-V/def2-TZVPD" e_homo_ha=-0.2929 e_above_lowest_kj_mol=361.4 lumo_energy_ev=0.961
O 1.675 -0.143 0.895
C 0.283 0.098 1.077
C 2.061 -0.187 -0.361
C 1.478 0.895 -1.242
C -1.953 -0.470 0.300
C -0.507 -0.883 0.182
H -0.318 -1.902 0.542
H -2.197 -0.335 1.357
H 2.418 1.241 -1.677
H 0.024 1.153 0.918
H 0.959 1.752 -0.792
H -2.092 0.492 -0.207
H -0.242 -0.917 -0.885
H 0.894 0.514 -2.086
H 0.080 -0.162 2.117
H -2.627 -1.203 -0.140

---

# 4
99
Properties=species:S:1:pos:R:3 method="wB97M-V/def2-TZVPD" e_homo_ha="0.1635 / -0.0549" spin_multiplicity=2 charge=-3 s2=0.750 lumo_energy_ev="5.841 / 5.837"
O 0.770 1.935 0.227
O 4.182 3.220 -0.319
O 0.033 3.200 3.160
O -0.784 -4.668 -1.490
O -1.609 -1.300 -3.892
O -0.888 -2.083 -1.299
O 1.471 -3.450 -0.474
O -2.442 2.035 3.858
O 5.916 0.502 2.038
O 0.356 5.234 -0.806
O 2.641 -4.058 -2.610
O 2.928 0.351 1.594
O 0.741 2.852 -2.523
O -3.420 -2.198 -0.315
O 2.914 -5.180 1.032
O 2.506 -0.843 4.425
O -2.491 2.394 -0.810
O 2.764 2.576 3.390
O -4.427 0.251 -1.384
C 2.074 -0.181 0.796
C -6.653 -0.315 -0.883
C 1.528 -2.609 5.813
C -1.619 0.286 2.474
C 2.106 -6.302 0.921
C 4.949 4.965 -1.659
C -2.891 3.545 -1.565
C -3.009 3.094 -3.023
C -2.718 1.304 2.651
C 1.305 -2.259 -0.199
C -0.057 -0.024 -0.510
C 2.230 -1.542 0.604
C -5.698 0.787 -1.200
C 1.670 -2.037 4.406
C 0.948 0.612 0.154
C -0.838 -0.207 -4.144
C 0.008 -1.451 -0.770
C 3.720 4.012 -1.368
C 2.396 -7.340 1.984
C -1.507 0.524 -5.321
H 3.427 -7.615 1.761
H -0.674 0.787 2.263
H 5.797 4.342 -1.944
H -0.946 0.477 -0.863
H -5.773 1.470 -0.354
H 3.096 -2.052 1.001
H 0.668 4.346 -0.979
H -1.026 1.460 -5.605
H -0.658 2.983 3.787
H -2.797 2.017 1.830
H -1.227 -3.820 -1.466
H 0.674 -3.284 5.863
H 1.270 -1.732 6.407
H -3.871 3.929 -1.281
H -3.297 3.901 -3.696
H 2.303 -6.694 -0.077
H 1.048 -6.043 0.939
H -0.133 5.474 -1.593
H -1.920 -0.280 1.592
H 0.734 2.438 -1.660
H 1.872 2.846 3.171
H 0.037 -4.523 -1.018
H -1.375 -1.597 -3.009
H -6.728 -0.986 -1.738
H 2.845 4.629 -1.163
H 2.539 -4.468 0.508
H -7.636 0.065 -0.605
H 0.689 -1.782 4.004
H -2.528 0.798 -5.056
H 2.437 -3.043 6.229
H -2.039 2.744 -3.378
H 2.196 -6.950 2.982
H 2.455 -0.515 3.525
H 6.178 0.046 1.239
H -2.125 4.317 -1.505
H -6.341 -0.925 -0.035
H -5.941 1.416 -2.056
H 3.510 3.314 -2.178
H 0.159 -0.533 -4.440
H 2.190 -2.785 3.808
H 3.464 2.662 -0.011
H -3.746 2.294 -3.096
H 1.893 -8.266 1.706
H -3.839 0.975 -1.156
H -3.246 2.529 4.033
H -2.506 -1.925 -0.396
H -3.694 0.827 2.741
H 1.080 2.176 -3.111
H -1.534 2.327 -0.831
H 2.879 1.739 2.940
H 4.967 0.598 1.960
H 5.198 5.564 -0.784
H -1.560 -0.079 -6.228
H -1.517 -0.427 3.292
H -3.902 -1.595 -0.881
H -0.198 2.711 2.370
H -0.832 0.334 -3.197
H 4.734 5.619 -2.504
H 2.231 -3.823 -1.778
H 1.925 -4.041 -3.245

---

# 5
81
Properties=species:S:1:pos:R:3 method="wB97M-V/def2-TZVPD" e_homo_ha=-0.0585 charge=-2 e_above_lowest_kj_mol=138.9 lumo_energy_ev=3.329
I -3.525 6.131 3.375
Sr -2.003 0.850 -0.902
S -1.253 3.311 -2.262
S 1.760 1.229 -2.390
S 1.282 1.953 2.897
S 1.394 3.801 0.058
S -1.640 0.067 -3.651
S 2.144 -0.085 0.459
P -1.338 -2.722 -0.979
O -4.766 1.101 1.207
N 0.992 -3.677 -2.254
N -2.371 1.361 -6.939
N -1.682 4.909 -5.482
N -1.656 2.908 1.318
N -3.083 -3.645 4.841
N -1.363 -0.587 2.101
N -0.769 -5.329 -1.891
N 0.402 -1.275 6.128
N -2.167 2.287 2.383
N 0.575 -4.538 -0.003
C 2.944 1.195 2.816
C -2.739 4.361 2.619
C 1.713 3.715 2.837
C -1.858 -4.366 -1.725
C -1.358 -1.142 3.122
C -0.336 -3.468 0.418
C 2.791 3.524 -1.081
C 2.313 2.958 -2.407
C -1.667 3.980 -4.798
C -2.309 -2.820 4.601
C -4.814 -1.126 0.433
C 2.376 4.185 1.550
C -4.216 0.297 0.449
C 0.116 -2.506 -2.142
C 1.562 -4.049 -0.963
C 3.307 0.326 -2.040
C -1.999 4.182 1.443
C 0.266 -4.819 -2.787
C -1.345 -1.827 4.333
C 2.862 -0.163 2.131
C -1.598 2.865 -3.911
C -2.097 1.504 -5.827
C -1.773 1.613 -4.443
C -2.835 3.113 3.196
C -0.381 -1.517 5.312
C -0.151 -5.647 -0.606
C 3.653 0.146 -0.553
H 0.556 -6.467 -0.770
H 3.295 4.480 -1.250
H 0.704 -1.657 -1.796
H 3.095 3.052 -3.164
H -4.083 -1.797 0.897
H 0.755 4.216 2.982
H 2.357 3.941 3.690
H 2.069 -3.185 -0.535
H 3.322 1.079 3.834
H 3.492 2.845 -0.593
H 3.139 -0.648 -2.501
H -1.023 -3.865 1.171
H 2.524 5.266 1.606
H -2.620 -4.822 -1.088
H 0.242 -2.666 0.880
H 2.202 -0.818 2.702
H 3.844 -0.634 2.063
H -3.323 2.786 4.097
H 0.982 -5.630 -2.959
H -2.305 -4.162 -2.701
H -2.040 1.276 2.448
H -0.272 -2.249 -3.130
H 1.427 3.499 -2.743
H -5.758 -1.177 0.993
H 4.126 0.823 -2.563
H -1.698 4.914 0.711
H 2.287 -4.852 -1.136
H -0.925 -5.982 0.089
H -0.192 -4.534 -3.736
H 3.354 3.717 1.427
H 4.182 1.012 -0.154
H 3.605 1.866 2.265
H -4.961 -1.453 -0.600
H 4.285 -0.737 -0.425

---

# 6
7
Properties=species:S:1:pos:R:3 method="wB97M-V/def2-TZVPD" e_homo_ha="-0.3993 / -0.3524" e_above_lowest_kj_mol=333.9 lumo_energy_ev="-2.751 / -3.695"
Br -2.969 2.118 -0.519
Br 0.619 0.425 2.430
P -0.336 -0.381 0.361
O -0.983 -1.647 0.669
N 1.008 -0.412 -0.679
H 1.829 0.253 -0.582
H 0.832 -0.356 -1.680

---

Largest force on an atom for every record listed, in sequence, given in eV/Å: 3.02, 4.00, 1.10, 4.21, 0.90, 2.51.
Calculated total energy for every record listed, in sequence, given in eV: -26739.9535, -61018.8302, -7391.0192, -60612.4774, -128737.5164, -152942.9699.